Entry 1:
Here is a 2-piece molecular cluster, CF2N4 overall from the OMol25 dataset. Energies are from ωB97M-V with the def2-TZVPD basis set.

```
7
Properties=species:S:1:pos:R:3:forces:R:3
C -1.2002 1.2878 -1.4374 -0.4 -1.5 4.7
N -1.1469 1.6276 -2.4903 0.4 1.7 -5.4
N 0.1118 -2.0172 1.9976 -1.9 -3.4 2.0
N 0.7253 -1.3352 1.3921 -0.7 -0.4 -1.5
N 1.2637 -0.3244 1.0844 3.1 5.0 -1.3
F -1.3099 0.9038 -0.2470 0.0 -0.2 0.7
F 1.5561 -0.1424 -0.2995 -0.6 -1.1 0.8
```
Positions in Å, forces in eV/Å.

## Properties
E_HOMO, Eh: -0.3985
ΔE to the lowest compared entry with this formula, charge and spin, eV: 1.054
Total charge: 0
Spin multiplicity: 1
Energy, hartree: -456.6418
M, Da: 106.04

Population analysis type Löwdin, resulting atomic charges in e: number 1, C, carries -0.375; number 2, N, carries 0.177; number 3, N, carries 0.248; number 4, N, carries -0.197; number 5, N, carries 0.046; number 6, F, carries 0.180; number 7, F, carries -0.078

***

Entry 2:
Here is Cu3H16HfO28S5 as an isolated structure from the OMol25 dataset. Energies are from ωB97M-V with the def2-TZVPD basis set.

```
53
Properties=species:S:1:pos:R:3:forces:R:3
Hf 0.1995 0.0389 -4.2808 -0.5 0.1 0.5
Cu -0.3474 -3.4654 5.3658 0.1 -0.1 -0.4
Cu 4.4248 -3.3868 1.1159 -0.5 -0.1 -0.4
Cu -2.7026 -4.1029 0.1088 0.5 0.2 -0.2
S 5.0837 -2.2431 -4.3703 2.4 -0.5 0.7
O 4.0662 -1.9764 -3.3768 -2.6 0.5 3.8
O 4.3439 -1.4822 -5.3784 0.1 1.1 -2.6
O 6.3784 -1.6964 -3.9393 -0.5 0.2 -0.8
O 5.1444 -3.6580 -4.6019 0.3 -1.1 -0.9
S -4.6122 2.0420 -4.6183 -0.2 1.0 -2.7
O -5.1246 2.4812 -5.9345 0.0 0.0 0.8
O -4.1016 0.6878 -4.7340 0.6 -3.4 -0.3
O -3.3277 2.6762 -4.3203 2.0 1.8 0.5
O -5.5302 2.1888 -3.5471 -1.8 0.4 1.7
S 1.2474 -7.7435 1.3289 0.9 -2.4 -0.7
O 2.1862 -7.2673 0.2791 0.4 0.1 0.0
O 1.9444 -8.5704 2.3457 -0.3 0.8 -0.2
O 0.7043 -6.5183 1.8929 -0.8 1.9 1.3
O 0.1961 -8.5423 0.6857 -0.2 0.0 0.0
S 0.0427 0.8976 0.9218 2.6 0.3 -0.6
O 0.7581 1.5417 -0.2191 1.7 1.6 0.2
O 0.9419 -0.0241 1.6438 -0.2 -0.2 0.2
O -0.5401 1.8542 1.8489 -0.7 0.3 0.3
O -0.8649 0.2132 0.0140 -3.3 -2.5 -0.1
S -0.6782 -5.2575 -5.1569 -1.0 -5.2 -0.5
O 0.4186 -6.1929 -5.1791 0.2 0.4 -0.3
O -0.5272 -4.0710 -5.9663 0.7 2.7 -3.4
O -1.9646 -5.9102 -5.3210 -0.1 0.2 -0.2
O -0.6676 -4.3755 -4.0163 0.1 2.1 4.4
O -3.1507 8.3302 2.3770 0.1 0.2 0.3
H -3.0043 8.5528 1.4576 0.1 0.0 -0.2
H -3.5444 7.4580 2.3530 -0.1 -0.3 0.0
O -5.0214 4.1773 1.2235 -0.2 0.3 0.3
H -5.2060 3.8479 0.3439 0.0 -0.2 -0.3
H -4.0948 3.9820 1.3633 0.3 -0.2 0.0
O -0.4238 6.0032 5.1694 0.1 0.1 0.3
H -0.8970 6.7148 4.7383 -0.1 0.2 -0.2
H -0.5805 5.2396 4.6138 0.0 -0.3 -0.2
O 4.0296 -2.0590 5.7501 0.0 -0.3 0.0
H 4.8549 -1.8399 6.1826 0.2 0.0 0.1
H 3.8073 -1.2758 5.2467 -0.2 0.3 -0.2
O 2.6811 3.7331 -5.1619 -0.1 -0.1 0.0
H 2.3254 4.6178 -5.0776 -0.2 0.2 0.1
H 3.5944 3.8649 -5.4164 0.3 -0.1 0.0
O -0.5893 0.9903 6.6148 0.1 -0.1 0.4
H -0.3168 1.4553 5.8237 0.1 0.1 -0.4
H -1.5453 0.9783 6.5688 -0.2 0.0 -0.1
O 4.9611 4.6706 0.1386 0.3 0.2 -0.1
H 4.1376 4.3490 -0.2282 -0.3 -0.3 -0.1
H 4.7415 4.9251 1.0348 -0.1 0.0 0.2
O -4.2441 -2.3926 4.0542 0.2 -0.2 0.1
H -4.6966 -1.6657 3.6264 0.0 0.3 -0.2
H -4.9096 -2.7942 4.6128 -0.2 -0.1 0.1
```
Positions in Å, forces in eV/Å.

## Properties
E_HOMO, Eh: -0.0291
Total charge: -3
Spin multiplicity: 1
Energy, hartree: -9075.6084
M, Da: 993.56

Population analysis type Löwdin, resulting atomic charges in e: number 1, Hf, carries 1.218; number 2, Cu, carries 0.454; number 3, Cu, carries 0.788; number 4, Cu, carries 0.675; number 5, S, carries 0.140; number 6, O, carries -0.281; number 7, O, carries -0.287; number 8, O, carries -0.392; number 9, O, carries -0.327; number 10, S, carries 0.117; number 11, O, carries -0.384; number 12, O, carries -0.302; number 13, O, carries -0.311; number 14, O, carries -0.351; number 15, S, carries 0.159; number 16, O, carries -0.329; number 17, O, carries -0.408; number 18, O, carries -0.372; number 19, O, carries -0.371; number 20, S, carries 0.129; number 21, O, carries -0.406; number 22, O, carries -0.449; number 23, O, carries -0.422; number 24, O, carries -0.387; number 25, S, carries 0.169; number 26, O, carries -0.294; number 27, O, carries -0.193; number 28, O, carries -0.339; number 29, O, carries -0.196; number 30, O, carries -0.059; number 31, H, carries 0.030; number 32, H, carries 0.028; number 33, O, carries -0.067; number 34, H, carries 0.036; number 35, H, carries 0.031; number 36, O, carries -0.058; number 37, H, carries 0.021; number 38, H, carries 0.034; number 39, O, carries -0.065; number 40, H, carries 0.024; number 41, H, carries 0.034; number 42, O, carries -0.071; number 43, H, carries 0.025; number 44, H, carries 0.026; number 45, O, carries -0.066; number 46, H, carries 0.036; number 47, H, carries 0.025; number 48, O, carries -0.061; number 49, H, carries 0.037; number 50, H, carries 0.023; number 51, O, carries -0.070; number 52, H, carries 0.035; number 53, H, carries 0.022

***

Entry 3:
Here is one molecule with the formula CHNO3 from the OMol25 dataset. Energies are from ωB97M-V with the def2-TZVPD basis set.

```
6
Properties=species:S:1:pos:R:3:forces:R:3
C 0.2233 -0.1459 0.1587 -1.5 -2.8 3.1
N -1.0824 -0.1190 0.3011 1.5 0.7 -0.4
O 1.0325 0.3875 -0.6835 1.5 2.4 -3.7
O -1.7922 -0.4969 1.2303 0.5 -0.1 -0.5
O 0.6713 1.2326 -1.6605 -0.4 -0.6 1.0
H 0.9474 -0.8583 0.6539 -1.7 0.5 0.4
```
Positions in Å, forces in eV/Å.

## Properties
E_HOMO (spin up / spin down), Eh: -0.3602 / -0.3756
ΔE to the lowest compared entry with this formula, charge and spin, eV: 6.011
Total charge: 0
Spin multiplicity: 1
Energy, hartree: -318.8986
M, Da: 75.02

Population analysis type Löwdin, resulting atomic charges in e: number 1, C, carries -0.192; number 2, N, carries 0.002; number 3, O, carries -0.070; number 4, O, carries 0.052; number 5, O, carries 0.036; number 6, H, carries 0.173

***

Entry 4:
Here is one molecule with the formula C19H32N6O2 from the OMol25 dataset. Energies are from ωB97M-V with the def2-TZVPD basis set.

```
59
Properties=species:S:1:pos:R:3:forces:R:3
C -4.6639 -2.6425 -0.4141 0.1 0.1 0.2
H -4.9669 -3.6519 -0.6847 -0.1 -0.1 -0.1
H -4.2197 -2.1732 -1.2884 0.0 0.1 -0.2
C -3.6801 -2.6759 0.7500 0.0 -0.3 -0.1
C -2.4740 -3.5780 0.4856 0.0 0.2 -0.1
C -1.5726 -3.1221 -0.6635 0.0 0.1 0.1
C -0.9688 -1.7289 -0.4929 0.0 -0.3 0.0
H -1.7436 -0.9626 -0.4533 0.1 0.0 0.0
C -0.1066 -1.6261 0.7675 -0.5 -0.4 -0.3
N 0.6855 -0.4237 0.7639 0.3 0.5 0.1
C 0.3327 0.8272 1.1320 0.1 -0.2 0.1
N 1.3092 1.7050 0.9574 0.3 0.5 0.0
C 2.3348 0.9940 0.4464 -0.7 -1.2 0.0
C 1.9813 -0.3392 0.3070 0.3 0.8 0.0
C 2.8967 -1.3217 -0.1838 -0.2 0.2 0.1
O 2.7019 -2.5148 -0.3246 0.0 -0.2 0.0
N 4.1303 -0.7488 -0.5082 0.1 -0.2 -0.1
C 4.5118 0.5820 -0.3896 0.0 0.3 0.0
O 5.6212 0.9598 -0.7029 0.3 0.1 -0.1
N 3.5675 1.4553 0.1043 0.1 0.0 0.0
C 3.8849 2.8572 0.2646 0.1 0.3 0.0
H 3.2861 3.4544 -0.4236 0.0 0.0 0.0
H 4.9433 2.9871 0.0492 -0.1 0.0 0.0
H 3.6590 3.1633 1.2851 0.0 0.0 0.0
C 5.1266 -1.6771 -1.0188 0.2 -0.2 -0.1
H 5.3713 -2.4108 -0.2505 0.0 0.0 -0.1
H 6.0112 -1.1103 -1.2956 -0.1 -0.1 0.0
H 4.7201 -2.2020 -1.8829 0.1 0.0 0.1
C -0.9947 1.1959 1.6918 -0.2 0.0 0.0
N -2.0507 1.1192 0.6896 0.0 0.1 0.1
C -3.3439 1.4312 1.2744 -0.2 -0.2 0.0
C -4.4376 1.2923 0.2220 0.1 0.2 0.3
N -4.1803 2.1996 -0.8792 0.0 -0.1 0.0
C -5.2438 2.1740 -1.8577 0.0 0.0 0.0
H -5.3746 1.1821 -2.3197 0.0 0.0 0.0
H -5.0225 2.8964 -2.6419 -0.1 0.0 -0.1
H -6.1777 2.4584 -1.3753 -0.1 0.0 0.0
C -2.8936 1.8828 -1.4668 0.2 0.2 0.1
C -1.8000 2.0298 -0.4169 0.0 -0.1 -0.3
H -0.8307 1.7885 -0.8574 0.0 0.1 0.0
H -1.7735 3.0753 -0.0683 0.1 0.0 0.0
H -2.7025 2.5779 -2.2875 0.0 -0.1 0.0
H -2.8762 0.8532 -1.8701 0.0 0.0 0.0
H -5.4015 1.5478 0.6686 0.0 -0.1 0.0
H -4.4784 0.2449 -0.1237 0.0 0.0 0.0
H -3.5369 0.7346 2.0950 0.0 0.0 0.0
H -3.3615 2.4589 1.6751 0.0 0.0 0.0
H -1.2550 0.5074 2.5031 0.0 0.1 0.0
H -0.8995 2.2120 2.1092 0.0 -0.1 0.0
H -0.7348 -1.6256 1.6603 0.1 0.0 0.0
H 0.5877 -2.4692 0.8034 -0.1 0.1 0.1
H -0.3330 -1.5248 -1.3580 0.0 0.1 0.0
H -0.7573 -3.8424 -0.7636 0.0 0.0 -0.1
H -2.1391 -3.1419 -1.5959 0.0 -0.1 -0.1
H -1.8815 -3.6535 1.3995 0.0 -0.1 0.1
H -2.8352 -4.5830 0.2533 0.0 -0.1 0.1
H -3.3427 -1.6624 0.9722 0.0 0.1 0.1
H -4.1988 -3.0507 1.6361 0.0 0.1 0.1
H -5.5558 -2.0815 -0.1419 -0.1 0.0 -0.1
```
Positions in Å, forces in eV/Å.

## Properties
E_HOMO, Eh: -0.3042
ΔE to the lowest compared entry with this formula, charge and spin, eV: 0.000
Total charge: 0
Spin multiplicity: 1
Energy, hartree: -1222.2816
M, Da: 376.50

Population analysis type Löwdin, resulting atomic charges in e: number 1, C, carries -0.113; number 2, H, carries 0.075; number 3, H, carries 0.062; number 4, C, carries -0.262; number 5, C, carries -0.218; number 6, C, carries -0.202; number 7, C, carries -0.168; number 8, H, carries 0.080; number 9, C, carries -0.111; number 10, N, carries 0.047; number 11, C, carries -0.274; number 12, N, carries 0.203; number 13, C, carries -0.219; number 14, C, carries -0.055; number 15, C, carries -0.371; number 16, O, carries 0.074; number 17, N, carries 0.032; number 18, C, carries -0.434; number 19, O, carries 0.068; number 20, N, carries 0.009; number 21, C, carries -0.006; number 22, H, carries 0.096; number 23, H, carries 0.088; number 24, H, carries 0.093; number 25, C, carries -0.006; number 26, H, carries 0.100; number 27, H, carries 0.086; number 28, H, carries 0.098; number 29, C, carries -0.114; number 30, N, carries -0.170; number 31, C, carries -0.179; number 32, C, carries -0.184; number 33, N, carries -0.227; number 34, C, carries -0.100; number 35, H, carries 0.088; number 36, H, carries 0.084; number 37, H, carries 0.084; number 38, C, carries -0.186; number 39, C, carries -0.167; number 40, H, carries 0.120; number 41, H, carries 0.133; number 42, H, carries 0.123; number 43, H, carries 0.123; number 44, H, carries 0.125; number 45, H, carries 0.107; number 46, H, carries 0.120; number 47, H, carries 0.129; number 48, H, carries 0.128; number 49, H, carries 0.133; number 50, H, carries 0.126; number 51, H, carries 0.128; number 52, H, carries 0.123; number 53, H, carries 0.114; number 54, H, carries 0.105; number 55, H, carries 0.102; number 56, H, carries 0.111; number 57, H, carries 0.078; number 58, H, carries 0.107; number 59, H, carries 0.066

***

Entry 5:
Here is C21H32N4O4V as an isolated structure from the OMol25 dataset. Energies are from ωB97M-V with the def2-TZVPD basis set.

```
62
Properties=species:S:1:pos:R:3:forces:R:3
V 0.4954 -0.0392 -1.1064 0.1 0.1 -0.4
O 1.2483 -0.2774 2.1195 -0.1 -0.1 0.0
C 0.4678 -1.4744 1.9750 0.1 -0.1 0.1
C 0.5064 -1.6292 0.4390 -0.2 -0.4 0.5
O -0.5619 -1.5538 -0.2364 -0.2 0.2 -0.2
O 1.6089 -1.5685 -0.1903 0.1 0.7 -0.3
C -0.9682 -1.2440 2.4230 0.0 0.0 0.0
C -1.9786 -2.1441 2.0833 0.0 -0.1 0.1
C -3.2811 -1.9289 2.4952 0.0 0.0 0.0
C -3.6009 -0.8055 3.2506 0.0 0.0 0.0
C -2.6058 0.0940 3.5880 0.0 0.0 0.0
C -1.2955 -0.1238 3.1729 0.0 0.0 0.0
C 1.1687 -2.6442 2.6686 0.0 0.1 0.0
C 0.5106 -3.4915 3.5528 0.1 0.0 0.0
C 1.2030 -4.5155 4.1865 0.0 0.0 0.0
C 2.5533 -4.6966 3.9483 0.1 0.0 0.0
C 3.2190 -3.8475 3.0742 0.0 0.0 0.0
C 2.5337 -2.8290 2.4375 0.0 0.0 0.0
H 1.6326 -0.2782 3.0050 0.0 0.0 0.0
H -1.7524 -3.0238 1.4940 0.0 0.0 0.0
H -4.0506 -2.6428 2.2340 0.0 0.0 0.0
H -4.6193 -0.6456 3.5776 0.0 0.0 0.0
H -2.8357 0.9667 4.1843 0.0 0.0 0.0
H -0.5345 0.5961 3.4394 0.0 0.0 0.0
H -0.5363 -3.3507 3.7694 -0.1 0.0 0.0
H 0.6823 -5.1656 4.8761 0.0 0.0 0.0
H 3.0902 -5.4913 4.4480 0.0 0.0 0.0
H 4.2767 -3.9807 2.8913 0.0 0.0 0.0
H 3.0548 -2.1701 1.7571 0.0 0.0 0.0
C -3.0166 4.0811 -2.4973 0.1 0.0 0.0
N -1.8027 3.4684 -1.9593 -0.2 -0.1 0.1
C -0.5776 4.2111 -2.1870 0.1 0.0 0.0
C -1.7723 2.2124 -1.4802 0.0 0.0 0.1
O -0.6701 1.5626 -1.5352 0.5 -0.4 -0.1
N -2.8746 1.6658 -0.9563 0.0 0.2 0.0
C -2.9453 0.2337 -0.6877 0.1 0.1 -0.1
C -3.9031 2.4640 -0.2842 0.1 -0.1 0.0
H -2.7704 4.5157 -3.4660 0.0 0.0 0.0
H -3.3998 4.8685 -1.8480 0.0 0.0 0.0
H -3.7809 3.3237 -2.6424 0.0 0.1 -0.1
H -0.7059 5.2270 -1.8127 0.0 0.0 0.0
H -0.3476 4.2600 -3.2544 0.0 0.0 0.0
H 0.2449 3.7429 -1.6557 0.0 0.0 0.0
H -2.5126 -0.0103 0.2848 0.0 0.0 0.0
H -2.4327 -0.3250 -1.4678 0.0 0.0 0.0
H -3.9954 -0.0508 -0.6973 0.0 0.0 0.0
H -3.5491 3.4794 -0.1325 -0.1 0.0 0.0
H -4.0814 2.0111 0.6910 0.0 0.0 0.0
H -4.8369 2.4746 -0.8461 0.0 0.0 0.0
N 4.7604 0.4329 -5.0670 -0.1 0.0 0.1
C 4.4479 0.4843 -3.5823 0.2 0.0 -0.3
C 2.9401 0.5409 -3.3503 -0.1 0.0 0.0
N 2.5989 0.5611 -1.9253 -0.1 0.0 0.1
H 5.7688 0.3706 -5.2286 0.0 0.0 0.0
H 4.4236 1.2647 -5.5573 0.0 0.0 0.0
H 4.3322 -0.3824 -5.5129 0.0 0.0 0.0
H 4.9730 1.3575 -3.1968 -0.1 0.0 0.1
H 4.8974 -0.4130 -3.1581 -0.1 0.0 0.1
H 2.4629 -0.3344 -3.7996 0.1 0.0 0.0
H 2.5016 1.4221 -3.8241 0.1 0.0 0.0
H 2.9480 1.4054 -1.4787 0.0 0.0 0.0
H 3.0444 -0.2205 -1.4423 -0.1 0.0 0.0
```
Positions in Å, forces in eV/Å.

## Properties
E_HOMO (spin up / spin down), Eh: -0.4835 / -0.4836
ΔE to the lowest compared entry with this formula, charge and spin, eV: 0.731
Total charge: +2
Spin multiplicity: 4
Energy, hartree: -2282.9249
M, Da: 455.45
Expectation value of S²: 3.756

Population analysis type Löwdin, resulting atomic charges in e: number 1, V, carries 1.089; number 2, O, carries 0.003; number 3, C, carries -0.318; number 4, C, carries -0.537; number 5, O, carries -0.052; number 6, O, carries -0.052; number 7, C, carries -0.176; number 8, C, carries -0.057; number 9, C, carries -0.063; number 10, C, carries -0.077; number 11, C, carries -0.069; number 12, C, carries -0.016; number 13, C, carries -0.133; number 14, C, carries -0.008; number 15, C, carries -0.054; number 16, C, carries -0.065; number 17, C, carries -0.062; number 18, C, carries -0.033; number 19, H, carries 0.125; number 20, H, carries 0.131; number 21, H, carries 0.113; number 22, H, carries 0.109; number 23, H, carries 0.109; number 24, H, carries 0.114; number 25, H, carries 0.112; number 26, H, carries 0.114; number 27, H, carries 0.112; number 28, H, carries 0.109; number 29, H, carries 0.109; number 30, C, carries -0.024; number 31, N, carries -0.123; number 32, C, carries -0.025; number 33, C, carries -0.444; number 34, O, carries -0.132; number 35, N, carries -0.103; number 36, C, carries -0.008; number 37, C, carries -0.017; number 38, H, carries 0.101; number 39, H, carries 0.101; number 40, H, carries 0.093; number 41, H, carries 0.104; number 42, H, carries 0.098; number 43, H, carries 0.081; number 44, H, carries 0.084; number 45, H, carries 0.088; number 46, H, carries 0.110; number 47, H, carries 0.092; number 48, H, carries 0.101; number 49, H, carries 0.103; number 50, N, carries 0.205; number 51, C, carries -0.115; number 52, C, carries -0.225; number 53, N, carries -0.017; number 54, H, carries 0.182; number 55, H, carries 0.179; number 56, H, carries 0.179; number 57, H, carries 0.143; number 58, H, carries 0.144; number 59, H, carries 0.132; number 60, H, carries 0.133; number 61, H, carries 0.116; number 62, H, carries 0.092